Below is C40H49BrN6OP2Si2W as an isolated structure in a non-equilibrium geometry, with properties calculated with the ωB97M-V functional and the def2-TZVPD basis.

- 2S+1: 1
- HOMO level: -18.530 eV
- Charge: +4
- Calculated total energy: -5858.99047 Ha

Structure (XYZ):
```
102
C40H49BrN6OP2Si2W (the ωB97M-V functional and the def2-TZVPD basis)
W -0.382 0.870 0.268
C -3.999 -0.838 1.946
Si -2.297 -0.713 2.773
C -1.812 -2.279 3.599
C -2.087 0.751 3.913
N -1.038 -0.554 1.396
P -0.192 -1.914 0.871
C 0.579 -0.774 -0.225
P 0.655 -0.541 -1.934
N -0.086 0.959 -1.621
Si -0.060 2.509 -2.736
C 1.688 3.109 -3.079
C -1.082 3.697 -1.719
C -0.902 1.992 -4.377
C 2.350 -0.551 -2.485
C 3.363 -0.496 -1.549
C 4.664 -0.644 -2.044
C 4.899 -0.692 -3.413
C 3.853 -0.677 -4.333
C 2.576 -0.596 -3.841
C -0.293 -1.679 -2.929
C -1.546 -1.331 -3.436
C -2.253 -2.309 -4.114
C -1.755 -3.569 -4.320
C -0.578 -3.919 -3.730
C 0.217 -2.953 -3.072
C -1.264 -3.181 0.159
C -0.961 -4.553 0.235
C -1.786 -5.503 -0.315
C -2.874 -5.024 -1.027
C -3.058 -3.690 -1.302
C -2.275 -2.735 -0.673
C 1.192 -2.531 1.792
C 2.122 -3.209 0.999
C 3.318 -3.690 1.577
C 3.585 -3.557 2.939
C 2.582 -3.036 3.718
C 1.434 -2.477 3.140
H -4.392 0.097 1.559
H -4.741 -1.212 2.646
H -3.885 -1.546 1.046
H -2.740 -2.752 3.984
H -1.244 -2.032 4.523
H -1.306 -3.088 3.074
H -2.798 0.722 4.773
H -2.422 1.670 3.398
H -1.074 0.872 4.293
H 2.026 3.770 -2.318
H 1.674 3.669 -3.995
H 2.454 2.306 -3.207
H -0.749 3.756 -0.685
H -2.143 3.390 -1.699
H -0.998 4.701 -2.090
H -0.184 1.259 -4.835
H -1.173 2.812 -5.010
H -1.809 1.495 -4.162
H 3.206 -0.436 -0.518
H 5.476 -0.637 -1.336
H 5.922 -0.798 -3.706
H 4.010 -0.643 -5.410
H 1.739 -0.741 -4.486
H -1.998 -0.365 -3.441
H -3.185 -2.014 -4.564
H -2.366 -4.336 -4.840
H -0.055 -4.859 -3.935
H 1.148 -3.274 -2.707
H -0.102 -4.883 0.783
H -1.547 -6.536 -0.185
H -3.559 -5.732 -1.556
H -3.859 -3.342 -1.971
H -2.480 -1.696 -0.715
H 1.988 -3.280 -0.099
H 4.109 -4.122 0.926
H 4.518 -3.934 3.339
H 2.644 -3.032 4.803
H 0.808 -1.898 3.753
C 3.934 4.401 4.146
N 2.947 3.946 3.178
C 2.540 2.564 3.046
C 1.630 2.711 1.878
O 0.888 1.734 1.426
N 1.535 3.903 1.404
C 2.393 4.646 2.218
N 2.576 5.947 2.057
H 4.471 3.574 4.663
H 3.456 5.026 4.913
H 4.717 4.963 3.661
H 1.957 2.189 3.909
H 3.421 1.957 2.884
H 2.152 6.475 1.310
H 3.255 6.512 2.564
Br -5.845 4.723 1.681
C -4.440 3.612 1.157
C -3.139 3.922 1.588
C -2.123 3.054 1.375
N -2.311 1.897 0.688
C -3.515 1.704 0.098
C -4.610 2.487 0.335
H -2.999 4.800 2.202
H -1.122 3.232 1.747
H -3.608 0.771 -0.451
H -5.570 2.251 -0.153
```